A structure of composition C37H45N10O6Pb, computed with ωB97M-V with the def2-TZVPD basis set.

Geometry (Å):
Pb 0.38125 -0.52045 0.47357
O 0.51313 0.94733 2.41906
C 0.04964 0.66946 3.57135
C -0.53895 1.71726 4.33898
C -1.07933 1.50981 5.57500
C -1.03233 0.24448 6.16764
C -0.42730 -0.78058 5.49008
C 0.12114 -0.61716 4.20761
C 0.78858 -1.74124 3.63681
N 1.23874 -1.84568 2.44630
C 1.98880 -2.99923 2.05158
C 1.44645 -3.56912 0.73565
N 1.62967 -2.59217 -0.30204
C 1.69111 -2.98030 -1.52809
C 2.08651 -2.16688 -2.61961
C 1.66783 -2.49575 -3.91596
C 2.06164 -1.78044 -5.01615
C 2.94610 -0.70476 -4.84963
C 3.41504 -0.38288 -3.61413
C 3.02281 -1.07860 -2.41756
O 3.53437 -0.79973 -1.31501
H -0.56464 2.69182 3.87098
H -1.55397 2.32663 6.10252
H -1.46106 0.08587 7.14636
H -0.38135 -1.76176 5.94814
H 0.95289 -2.57721 4.34119
H 1.99135 -3.77957 2.83688
H 3.01627 -2.66713 1.86275
H 0.37780 -3.77820 0.86191
H 1.96363 -4.51528 0.50547
H 1.46973 -4.03801 -1.76765
H 0.98260 -3.32854 -4.03754
H 1.69048 -2.02864 -6.00163
H 3.26056 -0.13839 -5.72140
H 4.10700 0.43739 -3.47983
O -5.54107 -1.38411 3.15545
C -5.15185 -2.61721 2.94385
O -5.89043 -3.57256 3.09016
C -3.74533 -2.82518 2.51778
C -3.13904 -4.06551 2.51217
N -1.89930 -3.89168 2.02530
N -1.66394 -2.62109 1.69232
C -2.75602 -1.94319 1.99017
C -2.84815 -0.45264 1.73961
O -3.71046 0.16536 2.40017
O -2.10879 0.04419 0.87240
H -4.79190 -0.68731 2.92979
H -3.52206 -5.01313 2.83020
H -1.17791 -4.58565 1.89444
C 3.03768 2.66906 2.48451
N 3.00190 1.92945 1.24400
C 3.54084 0.59439 1.34555
C 2.16486 2.27737 0.24818
N 1.56874 1.39527 -0.50531
C 1.26752 1.64231 -1.83736
C 2.11247 2.44371 -2.60670
C 1.88446 2.67508 -3.94958
C 0.79960 2.08446 -4.57024
C -0.03211 1.26113 -3.83797
C 0.17102 1.02443 -2.47660
N -0.62888 0.09007 -1.84335
C -1.91351 0.04781 -2.01068
N -2.69883 1.15981 -2.21135
C -2.31182 2.40526 -1.60158
C -3.72017 1.23543 -3.22253
N -2.57163 -1.14385 -1.98786
C -3.90662 -1.24197 -1.43654
C -1.78442 -2.35070 -1.90218
N 1.97546 3.64355 0.11707
C 3.09390 4.55143 0.08628
C 0.74523 4.16615 -0.41052
H 2.66913 2.02543 3.28673
H 2.39413 3.54272 2.43091
H 4.06067 2.98185 2.71890
H 4.57595 0.67268 1.69076
H 3.51247 0.09785 0.37500
H 2.96688 0.00462 2.06175
H 2.98875 2.86889 -2.13783
H 2.57535 3.28641 -4.51363
H 0.61836 2.24301 -5.62453
H -0.85540 0.75538 -4.32558
H -1.83139 2.18166 -0.64971
H -3.21350 2.98716 -1.40338
H -1.63842 2.99513 -2.23564
H -3.81183 0.28049 -3.73252
H -3.45438 1.99808 -3.96540
H -4.69306 1.50703 -2.79758
H -4.18891 -0.30182 -0.96753
H -3.92936 -2.02469 -0.67605
H -4.63451 -1.49018 -2.21591
H -0.84165 -2.19834 -2.42446
H -2.33978 -3.17012 -2.36617
H -1.56109 -2.60022 -0.85901
H 4.00873 4.00878 0.30958
H 2.96767 5.36193 0.81271
H 3.18686 4.99997 -0.91151
H -0.04003 3.43136 -0.25907
H 0.81206 4.40943 -1.47959
H 0.49067 5.07319 0.14613

Atomic forces in eV per Å
Pb -0.4 0.2 0.3
O 0.3 -0.1 -0.5
C 0.0 0.1 0.5
C -0.1 0.1 -0.1
C 0.0 0.0 0.0
C -0.1 -0.1 0.3
C -0.1 0.0 0.0
C -0.4 0.6 0.0
C 0.6 -0.6 -0.3
N 0.1 0.2 0.7
C 0.1 -0.5 0.0
C 0.0 -0.4 0.3
N 0.5 -0.4 -0.6
C -0.1 -0.4 0.7
C 0.2 0.5 -0.3
C -0.1 0.0 -0.1
C -0.4 -0.3 -0.4
C 0.1 0.1 0.1
C 0.2 0.2 -0.1
C 0.0 -0.3 -0.3
O 0.2 0.3 0.3
H 0.0 0.1 -0.1
H 0.0 0.1 0.0
H 0.0 -0.1 0.1
H 0.1 -0.1 0.0
H 0.0 0.0 -0.1
H 0.0 0.1 -0.1
H 0.0 -0.2 0.0
H 0.0 -0.1 0.0
H -0.1 0.1 0.0
H 0.0 0.1 0.0
H 0.0 -0.1 0.0
H 0.0 -0.1 0.0
H 0.0 0.0 0.1
H 0.1 0.0 0.0
O 0.1 0.4 -0.1
C -0.2 0.0 0.1
O 0.1 0.0 0.1
C 0.4 -0.1 -0.1
C -0.2 0.3 0.1
N -0.2 0.0 0.1
N 0.5 0.4 -0.4
C -0.2 -0.4 0.2
C -0.2 0.1 -0.1
O -0.4 0.0 0.2
O 0.1 0.0 -0.1
H -0.1 -0.4 0.0
H -0.1 -0.2 0.0
H -0.1 0.2 0.0
C 0.0 0.1 0.2
N -0.1 0.0 0.0
C 0.1 -0.3 -0.2
C -0.1 0.5 -0.2
N 0.0 -0.2 0.6
C 0.0 0.3 -0.5
C -0.1 0.0 -0.1
C 0.1 0.1 0.0
C -0.1 0.1 -0.1
C 0.1 0.2 0.0
C 0.2 0.4 -0.5
N -0.1 -0.3 0.3
C -0.1 0.2 -0.3
N 0.1 -0.1 0.1
C 0.2 0.1 0.1
C -0.1 0.0 -0.1
N 0.2 0.2 0.2
C -0.3 0.1 0.0
C 0.2 -0.2 -0.2
N 0.0 -0.2 -0.1
C 0.0 0.0 0.1
C -0.1 0.1 0.0
H 0.0 0.0 0.0
H 0.0 0.0 0.0
H 0.0 0.0 0.0
H 0.0 -0.1 0.0
H 0.1 0.0 0.0
H 0.0 0.0 0.2
H 0.1 0.0 0.0
H 0.0 0.0 0.0
H 0.0 0.0 -0.1
H 0.0 -0.1 0.0
H 0.0 0.1 0.0
H 0.0 0.0 0.0
H 0.0 0.0 0.0
H 0.0 -0.1 0.0
H 0.0 0.0 0.0
H 0.0 0.0 0.0
H 0.0 0.0 0.0
H 0.0 0.0 0.0
H 0.0 0.0 0.1
H 0.0 -0.1 0.0
H 0.0 0.0 0.1
H -0.1 -0.1 0.0
H 0.1 0.1 0.0
H 0.1 0.0 0.0
H 0.0 0.0 0.0
H -0.1 0.0 0.0
H 0.0 0.0 0.1
H -0.1 0.0 0.0

Summary:
HOMO = -4.1 eV
Gap between HOMO and LUMO = 6.555 eV
LUMO level = 2.43 eV
Energy relative to the best compared isomer or geometry (same formula, charge and spin) = 0.841 eV
Strongest force on any atom = 0.907 eV Å⁻¹
Total charge = -1
Calculated total energy = -2628.9153 hartree